Density functional theory data (the ωB97M-V functional and the def2-TZVPD basis) for a molecular structure, C12H28BCl2CrF4N4OS.

XYZ file:
```
54
Properties=species:S:1:pos:R:3
Cr -0.015 0.988 -0.508
C -0.979 -1.058 -2.546
C -2.206 -0.710 -1.721
N -2.107 0.666 -1.180
C -2.532 1.761 -2.077
C -1.519 2.114 -3.163
S 0.196 2.240 -2.528
C 1.094 0.987 -3.517
C 1.358 -0.310 -2.754
N 0.253 -0.634 -1.837
H -1.012 -0.562 -3.515
H -0.947 -2.130 -2.746
H -2.274 -1.381 -0.863
H -3.114 -0.841 -2.316
H -2.709 0.714 -0.362
H -2.704 2.632 -1.446
H -3.482 1.519 -2.562
H -1.773 3.084 -3.586
H -1.512 1.397 -3.980
H 2.030 1.444 -3.834
H 0.502 0.832 -4.418
H 2.262 -0.226 -2.153
H 1.517 -1.118 -3.474
H 0.573 -1.400 -1.229
Cl -0.424 -1.347 1.627
C 2.180 1.373 3.789
Cl 0.888 2.125 2.629
H 2.879 0.885 3.122
H 2.613 2.216 4.314
F -2.780 2.085 3.353
B -3.372 1.566 2.299
F -4.419 2.108 1.733
F -2.866 0.442 1.783
F -2.049 2.840 0.832
C 1.851 -4.690 1.730
N 0.977 -3.560 2.077
C 0.294 -3.675 3.364
C 0.760 -2.646 1.152
O 1.252 -2.570 0.049
N 1.580 1.166 0.113
C -0.728 2.690 0.506
C 2.829 1.838 -0.077
H 2.626 -4.785 2.488
H 2.304 -4.521 0.761
H 1.263 -5.608 1.705
H -0.560 -4.347 3.283
H -0.040 -2.709 3.722
H 1.000 -4.090 4.080
H 1.614 0.682 4.401
H -0.337 3.688 0.279
H 0.273 2.735 3.620
H 3.563 1.566 0.685
H 2.664 2.922 -0.042
H 3.262 1.614 -1.059
```

Summary:
**E_HOMO (spin up / spin down)**: -0.498 / -0.564 Ha
**LUMO (spin up / spin down)**: -6.142 / -6.665 eV
**Energy**: -96740.5123 eV
**HOMO-LUMO gap (spin up / spin down)**: 0.27262 / 0.31956 hartree
**Total charge**: +2
**Energy relative to the best compared isomer or geometry (same formula, charge and spin)**: 798.7 kJ/mol
**2S+1**: 4

Density functional theory data (the ωB97M-V functional and the def2-TZVPD basis) for a molecular structure, C3H8P2 at a distorted geometry.

XYZ file:
```
13
Properties=species:S:1:pos:R:3
C -2.260 -0.844 -0.743
C -0.570 0.421 0.897
C 1.476 0.380 0.295
P -1.182 -1.221 0.471
P 1.580 -1.324 -0.321
H -2.865 -1.610 -1.194
H -2.447 0.163 -1.075
H -0.986 1.258 0.351
H -0.448 0.620 1.950
H 1.989 0.554 1.227
H 1.575 1.173 -0.429
H 2.910 -1.252 -0.755
H 1.113 -1.052 -1.604
```

Summary:
**E_HOMO (spin up / spin down)**: -0.223 / -0.315 Ha
**LUMO (spin up / spin down)**: 1.125 / -2.462 eV
**Energy**: -21811.7788 eV
**HOMO-LUMO gap (spin up / spin down)**: 0.26387 / 0.22467 hartree
**Total charge**: 0
**Energy relative to the best compared isomer or geometry (same formula, charge and spin)**: 242.3 kJ/mol
**2S+1**: 3

Density functional theory data (the ωB97M-V functional and the def2-TZVPD basis) for C17H22N4O3S in the gas phase at a distorted geometry.

XYZ file:
```
47
Properties=species:S:1:pos:R:3
C -6.095 -3.279 -0.540
C -6.760 -1.928 -0.766
O -5.803 -0.873 -0.835
C -5.369 -0.395 0.356
O -5.758 -0.801 1.426
N -4.485 0.619 0.207
C -3.909 1.024 -1.054
C -2.434 0.621 -1.112
C -1.686 1.226 0.080
N -0.290 0.853 0.060
C 0.706 1.760 -0.086
O 0.488 2.953 -0.209
C 2.062 1.197 -0.084
S 2.360 -0.520 0.079
C 4.079 -0.172 -0.029
N 5.003 -1.167 0.033
C 4.756 -2.510 0.180
C 5.947 -3.164 0.196
C 6.969 -2.188 0.054
C 6.363 -0.975 -0.043
N 4.360 1.076 -0.169
C 3.258 1.865 -0.204
C 3.444 3.329 -0.361
C -2.352 0.782 1.385
C -3.831 1.173 1.371
H -5.602 -3.286 0.429
H -6.847 -4.062 -0.558
H -5.359 -3.472 -1.317
H -7.277 -1.899 -1.727
H -7.465 -1.716 0.044
H -4.469 0.562 -1.865
H -3.994 2.114 -1.137
H -1.992 0.970 -2.046
H -2.355 -0.468 -1.077
H -1.700 2.319 0.007
H -0.071 -0.127 0.156
H 3.752 -2.879 0.259
H 6.091 -4.221 0.297
H 8.023 -2.376 0.029
H 6.759 0.012 -0.160
H 4.045 3.707 0.465
H 3.986 3.527 -1.284
H 2.481 3.829 -0.379
H -1.856 1.249 2.237
H -2.268 -0.302 1.487
H -4.343 0.790 2.255
H -3.927 2.264 1.341
```

Summary:
**E_HOMO**: -0.316 Ha
**LUMO**: 0.126 eV
**Energy**: -40925.6609 eV
**HOMO-LUMO gap**: 0.32054 hartree
**Total charge**: 0
**Energy relative to the best compared isomer or geometry (same formula, charge and spin)**: 58.4 kJ/mol
**SMILES**: CCOC(=O)N1CCC(NC(=O)c2sc(-n3cccc3)nc2C)CC1

Density functional theory data (the ωB97M-V functional and the def2-TZVPD basis) for a molecular structure, C40H45AsGeN4NiS at a distorted geometry.

XYZ file:
```
93
Properties=species:S:1:pos:R:3
Ni -0.943 0.065 0.102
S 0.279 1.604 -1.684
C -0.886 0.672 -2.571
C -1.120 0.813 -3.949
C -1.972 -0.065 -4.577
C -2.578 -1.096 -3.849
C -2.328 -1.157 -2.504
N -1.537 -0.269 -1.871
H -0.610 1.598 -4.491
H -2.158 0.029 -5.641
H -3.218 -1.829 -4.319
H -2.730 -1.962 -1.897
C -0.540 -4.572 3.210
N -0.845 -3.154 2.874
C -1.463 -2.446 4.021
C -1.658 -3.046 1.585
C -0.714 -3.032 0.418
C -0.357 -4.240 -0.194
C 0.653 -4.268 -1.144
C 1.323 -3.085 -1.440
C 0.934 -1.888 -0.847
C -0.124 -1.810 0.066
H 0.108 -4.593 4.084
H -0.034 -5.026 2.363
H -1.472 -5.092 3.422
H 0.079 -2.715 2.677
H -2.417 -2.914 4.252
H -1.611 -1.404 3.748
H -0.796 -2.512 4.876
H -2.205 -2.111 1.652
H -2.356 -3.884 1.592
H -0.873 -5.161 0.072
H 0.921 -5.195 -1.636
H 2.130 -3.090 -2.164
H 1.438 -0.977 -1.150
C 3.484 -2.378 4.314
As 2.485 -2.385 2.641
C 2.884 -4.224 2.094
C 3.770 -1.503 1.484
H 2.981 -3.015 5.039
H 3.531 -1.366 4.716
H 4.498 -2.748 4.156
H 3.953 -4.326 1.901
H 2.337 -4.456 1.180
H 2.602 -4.929 2.876
H 4.766 -1.886 1.705
H 3.754 -0.422 1.612
H 3.510 -1.732 0.451
N -7.272 -0.898 -0.636
C -6.389 -0.520 -0.005
C -5.263 -0.062 0.780
C -5.435 0.601 1.988
C -4.311 1.005 2.683
C -3.066 0.735 2.149
N -2.895 0.091 0.985
C -3.978 -0.293 0.312
H -6.431 0.799 2.364
H -4.390 1.541 3.620
H -2.168 1.073 2.648
H -3.826 -0.791 -0.633
C 0.463 0.982 3.187
Ge 0.383 1.821 1.385
C 2.076 2.731 1.146
C 3.127 2.525 2.041
C 4.301 3.265 1.947
C 4.435 4.226 0.953
C 3.391 4.450 0.063
C 2.218 3.712 0.160
C -1.033 3.227 1.494
C -2.087 3.187 0.617
C -3.215 4.038 0.727
C -3.279 4.942 1.741
C -2.200 5.071 2.655
C -2.241 6.056 3.676
C -1.194 6.223 4.531
C -0.041 5.413 4.395
C 0.021 4.452 3.429
C -1.061 4.231 2.529
H 0.386 1.783 3.925
H 1.401 0.441 3.326
H -0.349 0.270 3.343
H 3.035 1.798 2.842
H 5.105 3.096 2.652
H 5.347 4.806 0.878
H 3.485 5.209 -0.703
H 1.408 3.922 -0.528
H -2.058 2.507 -0.227
H -4.017 3.969 0.002
H -4.135 5.600 1.846
H -3.122 6.684 3.755
H -1.233 6.984 5.301
H 0.805 5.568 5.055
H 0.931 3.871 3.324
```

Summary:
**E_HOMO (spin up / spin down)**: -0.337 / -0.371 Ha
**LUMO (spin up / spin down)**: -2.920 / -3.810 eV
**Energy**: -217396.1460 eV
**HOMO-LUMO gap (spin up / spin down)**: 0.22955 / 0.23071 hartree
**Total charge**: +1
**Energy relative to the best compared isomer or geometry (same formula, charge and spin)**: 122.3 kJ/mol
**2S+1**: 4

Density functional theory data (the ωB97M-V functional and the def2-TZVPD basis) for a molecular structure, C4H8F3Ni2O5 at a distorted geometry.

XYZ file:
```
22
Properties=species:S:1:pos:R:3
Ni 2.471 -0.162 -0.475
Ni 3.171 2.067 -1.517
O 4.228 0.504 -1.000
H 5.169 0.396 -0.865
O 2.035 0.630 -2.232
H 1.132 0.641 -2.555
O 2.189 1.714 0.123
H 1.683 2.226 0.752
C -3.404 -0.131 -0.799
C -2.015 0.243 -0.365
O -1.663 -0.555 0.811
C -0.430 -0.822 1.053
O 0.513 -0.570 0.343
C -0.217 -1.560 2.397
F 0.145 -0.673 3.324
F -1.322 -2.177 2.792
F 0.752 -2.461 2.251
H -4.181 0.357 -0.220
H -3.536 -1.211 -0.768
H -3.504 0.189 -1.838
H -1.945 1.291 -0.073
H -1.274 0.064 -1.140
```

Summary:
**E_HOMO (spin up / spin down)**: -0.527 / -0.523 Ha
**LUMO (spin up / spin down)**: -4.630 / -4.796 eV
**Energy**: -104746.8742 eV
**HOMO-LUMO gap (spin up / spin down)**: 0.35693 / 0.34712 hartree
**Total charge**: +1
**Energy relative to the best compared isomer or geometry (same formula, charge and spin)**: 0.0 kJ/mol
**2S+1**: 5

Density functional theory data (the ωB97M-V functional and the def2-TZVPD basis) for a molecular structure, C32H31CrN2O4 at a distorted geometry.

XYZ file:
```
70
Properties=species:S:1:pos:R:3
O 2.927 2.198 4.853
C 2.046 1.609 4.367
Cr 0.532 0.917 3.470
C 0.755 2.436 2.398
O 0.936 3.424 1.797
C -0.566 2.129 4.450
O -1.127 3.019 4.949
C -0.191 -0.931 4.337
C 1.145 -1.124 3.966
C 1.578 -0.781 2.684
C 0.678 -0.264 1.726
C 1.194 0.428 0.550
C 1.596 1.041 -0.435
C 2.032 1.659 -1.613
C 1.184 2.729 -2.130
C -0.145 2.797 -1.635
C -1.012 3.814 -2.016
C -0.577 4.805 -2.902
C 0.717 4.745 -3.416
C 1.600 3.740 -3.022
C 3.083 0.974 -2.347
C 3.538 -0.276 -1.835
C 4.575 -0.975 -2.443
C 5.245 -0.414 -3.535
C 4.778 0.787 -4.085
C 3.659 1.430 -3.555
C -0.690 -0.143 2.093
C -1.116 -0.493 3.373
H -0.514 -1.126 5.359
H 1.866 -1.499 4.691
H 2.632 -0.851 2.403
H -0.475 2.029 -0.933
H -2.025 3.814 -1.611
H -1.252 5.608 -3.207
H 1.069 5.495 -4.131
H 2.617 3.785 -3.395
H 3.045 -0.704 -0.959
H 4.851 -1.953 -2.043
H 6.093 -0.937 -3.983
H 5.275 1.223 -4.956
H 3.220 2.256 -4.098
H -1.382 0.283 1.363
H -2.164 -0.374 3.642
C 3.050 10.738 -0.446
C 3.483 9.336 -0.031
C 2.568 8.253 -0.600
N 2.811 6.929 -0.011
C 3.033 5.830 -0.767
C 3.133 4.533 0.046
C 4.095 4.579 1.259
C 4.962 3.319 1.150
C 4.781 2.797 -0.286
N 3.572 3.437 -0.773
O 3.138 5.866 -1.995
H 3.782 11.474 -0.099
H 2.969 10.826 -1.536
H 2.078 10.998 -0.005
H 4.498 9.138 -0.398
H 3.508 9.262 1.063
H 1.512 8.526 -0.424
H 2.717 8.145 -1.680
H 2.739 6.860 0.996
H 2.104 4.317 0.363
H 4.714 5.484 1.219
H 3.502 4.614 2.176
H 6.019 3.506 1.363
H 4.601 2.566 1.858
H 5.655 3.066 -0.919
H 4.661 1.705 -0.333
H 3.619 3.676 -1.758
```

Summary:
**E_HOMO (spin up / spin down)**: -0.452 / -0.514 Ha
**LUMO (spin up / spin down)**: -5.819 / -9.058 eV
**Energy**: -73259.8349 eV
**HOMO-LUMO gap (spin up / spin down)**: 0.23806 / 0.18118 hartree
**Total charge**: +2
**2S+1**: 4